[1]
2 unconnected molecules or ions with the total composition CH4N2OS, computed with ωB97M-V/def2-TZVPD.

Computed properties:
Kohn-Sham gap, eV: 10.05
LUMO level, eV: 0.51
Energy relative to the best compared isomer or geometry (same formula, charge and spin), kcal per mole: 106.6

Structure (XYZ):
```
9
Properties=species:S:1:pos:R:3:forces:R:3
C 2.75670 -1.69575 -0.82472 1.069 0.149 0.623
N 1.79198 -1.82569 -1.44093 -0.446 -0.075 -0.271
N -1.69220 0.07800 0.55957 -1.809 0.646 -0.573
O -0.34746 0.41081 0.63988 0.746 0.148 -0.076
S 0.22988 1.88924 1.27788 -0.410 -0.133 -0.567
H 0.75903 2.39427 0.11424 -0.461 -0.340 0.512
H 0.93251 -1.94171 -1.90378 -0.631 -0.048 -0.316
H -2.32974 0.78332 0.10425 1.474 -0.446 0.409
H -2.10070 -0.09250 1.47361 0.469 0.101 0.258
```
Positions in Å, forces in eV/Å.


[2]
A molecular structure, H18O9Sr, computed with ωB97M-V/def2-TZVPD.

Computed properties:
Kohn-Sham gap, eV: 11.90
Net charge: +2
LUMO level, eV: -6.45
Energy relative to the best compared isomer or geometry (same formula, charge and spin), kcal per mole: 25.7

Structure (XYZ):
```
28
Properties=species:S:1:pos:R:3:forces:R:3
Sr 19.84332 -2.29645 -9.47224 -0.236 -0.953 0.421
O 19.55565 -3.84278 -11.82412 0.382 0.135 0.647
H 19.06735 -3.50870 -12.56042 -1.049 0.420 -0.719
H 20.24437 -4.31989 -12.28942 0.470 -0.312 0.192
O 18.81189 -4.73001 -8.39641 0.312 1.833 -1.483
H 19.16429 -5.58929 -8.51257 0.360 -1.435 -0.073
H 18.37523 -4.70006 -7.56936 -0.604 -0.191 1.408
O 21.84277 -3.92618 -10.07946 -0.297 -0.429 -0.102
H 22.01504 -4.83034 -10.38645 0.019 0.291 0.078
H 22.55744 -3.70461 -9.48543 0.539 -0.058 0.051
O 22.14187 -1.12711 -8.46863 1.775 0.263 -1.381
H 23.02270 -1.10648 -8.94540 -1.182 -0.536 0.687
H 22.14956 -0.22033 -8.16320 -0.433 0.545 0.624
O 17.16859 -2.32087 -9.21268 0.575 0.411 -0.624
H 16.48194 -1.79112 -9.59884 -0.285 0.913 -0.902
H 16.60879 -2.77341 -8.60606 -0.175 -1.221 1.256
O 19.08275 0.45789 -9.67797 0.843 -0.468 -0.370
H 19.83938 0.91880 -10.07996 -0.327 0.145 0.305
H 18.54341 0.25523 -10.44565 -0.556 0.305 -0.187
O 21.40342 -1.33431 -11.33039 -1.003 -0.345 -1.431
H 21.38059 -1.05790 -12.26632 -0.256 -0.634 0.202
H 21.93277 -0.65081 -10.98511 1.251 1.313 1.051
O 19.16020 -1.10851 -7.30493 1.052 -1.405 0.811
H 18.99518 -0.18523 -7.37735 -0.434 1.343 -0.078
H 19.66508 -1.23232 -6.47426 -0.563 0.056 -0.524
O 21.19351 -3.46452 -7.26279 0.926 -0.938 -0.745
H 21.67675 -4.25802 -7.62900 -0.960 1.060 0.857
H 21.89945 -2.91966 -6.88319 -0.144 -0.107 0.029
```
Positions in Å, forces in eV/Å.


[3]
2 unconnected molecules or ions with the total composition C4H8O2, computed with ωB97M-V/def2-TZVPD.

Computed properties:
Kohn-Sham gap, eV: 10.11
LUMO level, eV: 1.03
Energy relative to the best compared isomer or geometry (same formula, charge and spin), kcal per mole: 79.5

Structure (XYZ):
```
14
Properties=species:S:1:pos:R:3:forces:R:3
C -2.71407 0.05175 0.01418 0.042 0.138 0.066
C -2.21411 1.18075 0.51248 -0.081 -0.139 -0.058
C 0.68146 -0.45135 0.68910 0.404 -0.037 -0.260
O 0.45154 -0.11818 -0.58095 -0.170 -0.001 0.247
O 1.95864 -0.73256 0.83011 -0.332 0.025 0.160
C 2.86938 -0.63498 -0.28139 0.186 0.005 -0.229
H -2.42138 -0.91304 0.42453 -0.034 0.137 -0.058
H -3.43262 0.04741 -0.80200 0.095 0.031 0.125
H -0.49612 0.10455 -0.62374 0.087 0.000 -0.034
H -2.49821 2.15658 0.12523 0.013 -0.158 0.038
H -1.49295 1.15266 1.32681 -0.128 0.016 -0.118
H 3.84539 -0.91157 0.11665 -0.152 0.041 -0.054
H 2.57417 -1.31778 -1.08117 0.055 0.087 0.118
H 2.88886 0.38574 -0.66983 0.014 -0.146 0.058
```
Positions in Å, forces in eV/Å.


[4]
2 unconnected molecules or ions with the total composition H2OS2, computed with ωB97M-V/def2-TZVPD.

Computed properties:
Kohn-Sham gap, eV: 6.78
LUMO level, eV: -2.50
Energy relative to the best compared isomer or geometry (same formula, charge and spin), kcal per mole: 56.3

Structure (XYZ):
```
5
Properties=species:S:1:pos:R:3:forces:R:3
O -1.77294 -0.39132 -0.62630 -0.427 -0.130 -2.050
S 1.71227 -1.47566 -0.11976 -3.706 0.007 -1.550
S -1.24193 -1.62409 0.18913 2.669 -0.328 0.868
H -1.87597 0.47851 -0.25952 0.219 0.515 1.161
H 1.07318 -1.43787 -1.40377 1.246 -0.065 1.571
```
Positions in Å, forces in eV/Å.


[5]
2 unconnected molecules or ions with the total composition C7H9N, computed with ωB97M-V/def2-TZVPD.

Computed properties:
SMILES: c1ccncc1.C=C
Kohn-Sham gap, eV: 10.46
LUMO level, eV: 0.65
Energy relative to the best compared isomer or geometry (same formula, charge and spin), kcal per mole: 55.9

Structure (XYZ):
```
17
Properties=species:S:1:pos:R:3:forces:R:3
C 0.91860 -0.64589 -1.46573 -0.880 1.378 -1.040
C -0.15546 -0.34914 -0.59612 0.074 -2.509 -0.845
C -0.16711 0.80892 0.16016 0.547 0.371 -0.873
N 0.72574 1.76656 -0.02414 0.940 0.530 -1.555
C 1.62373 1.63461 -1.08444 -1.127 -0.202 3.128
C 1.77549 0.44070 -1.74906 1.624 0.018 -2.255
H 0.94305 -1.52145 -2.15686 -0.070 0.584 1.095
H -0.99416 -1.09217 -0.49426 1.199 0.781 -0.154
H -0.97214 0.95239 0.87671 0.539 0.633 -0.055
H 2.30229 2.48271 -1.16196 -0.215 -0.223 -0.416
H 2.57476 0.47384 -2.63547 -1.822 -0.618 2.151
C -2.19227 -1.05822 1.70757 -1.152 -1.730 1.611
C -1.89625 -2.05362 2.57691 -1.447 0.936 -1.369
H -1.49520 -0.48197 1.16124 0.172 -0.336 0.308
H -3.24976 -0.83958 1.52438 0.335 0.111 0.124
H -0.89533 -2.40388 2.70554 0.478 -0.066 0.352
H -2.73403 -2.59999 3.05395 0.805 0.344 -0.207
```
Positions in Å, forces in eV/Å.


[6]
A molecular structure, C15H11AuFN3, computed with ωB97M-V/def2-TZVPD.

Computed properties:
Kohn-Sham gap (spin up / spin down), eV: 5.65 / 5.67
Net charge: +2
2S+1: 3
⟨S²⟩: 2.031
LUMO level (spin up / spin down), eV: -8.05 / -11.11
Energy relative to the best compared isomer or geometry (same formula, charge and spin), kcal per mole: 2.5

Structure (XYZ):
```
31
Properties=species:S:1:pos:R:3:forces:R:3
Au -0.83190 0.88110 -0.77331 0.078 0.102 0.035
C 1.50483 4.34776 0.23294 -0.180 0.400 -0.208
C 2.49441 3.80316 1.05405 0.355 -0.634 0.380
C 2.49689 2.45621 1.32017 0.516 0.994 0.177
C 1.48687 1.62242 0.75480 -0.373 -1.456 0.016
N 0.50914 2.22015 -0.06819 -0.658 0.311 -0.535
C 0.51763 3.51654 -0.31647 -0.025 -0.364 0.054
C 1.36267 0.25649 0.93318 0.080 0.706 -0.081
C 2.17867 -0.64877 1.69976 0.209 -0.325 0.214
C 1.87420 -1.98745 1.74270 -0.023 0.528 -0.120
C 0.76158 -2.48849 1.03798 -0.330 -0.200 -0.198
C -0.04674 -1.61810 0.28380 0.930 0.620 0.550
N 0.28314 -0.32084 0.26732 -0.604 -0.406 -0.356
C -1.22902 -1.93959 -0.50641 -0.544 -0.023 -0.389
C -1.77733 -3.19543 -0.65572 0.103 0.150 0.045
C -2.91663 -3.35031 -1.44761 0.029 0.013 0.018
C -3.47418 -2.25087 -2.06577 -0.063 0.092 -0.064
C -2.89138 -0.99678 -1.89122 -0.006 -0.126 0.020
N -1.80890 -0.86181 -1.13643 0.124 0.057 0.078
H 1.47989 5.40440 0.00759 -0.012 -0.006 -0.008
H 3.25966 4.43572 1.48225 -0.020 0.024 -0.019
H 3.25678 2.02192 1.95385 -0.012 -0.019 -0.005
H -0.27349 3.88507 -0.95978 0.015 0.055 0.000
H 3.03226 -0.26275 2.24008 -0.009 -0.031 0.000
H 2.48896 -2.66300 2.31901 0.008 -0.017 0.009
H 0.52238 -3.54226 1.07214 0.031 0.017 0.019
H -1.32927 -4.04795 -0.16505 -0.008 -0.004 -0.005
H -3.35331 -4.33222 -1.57011 -0.017 0.008 -0.014
H -4.35583 -2.33846 -2.68491 0.002 -0.002 0.002
H -3.27442 -0.09090 -2.34544 -0.024 -0.024 -0.013
F -1.94757 2.08503 -1.81518 0.430 -0.439 0.397
```
Positions in Å, forces in eV/Å.


What did the fifth record say?
2 unconnected molecules or ions with the total composition C7H9N, computed with ωB97M-V/def2-TZVPD.

Computed properties:
SMILES: c1ccncc1.C=C
Kohn-Sham gap, eV: 10.46
LUMO level, eV: 0.65
Energy relative to the best compared isomer or geometry (same formula, charge and spin), kcal per mole: 55.9

Structure (XYZ):
```
17
Properties=species:S:1:pos:R:3:forces:R:3
C 0.91860 -0.64589 -1.46573 -0.880 1.378 -1.040
C -0.15546 -0.34914 -0.59612 0.074 -2.509 -0.845
C -0.16711 0.80892 0.16016 0.547 0.371 -0.873
N 0.72574 1.76656 -0.02414 0.940 0.530 -1.555
C 1.62373 1.63461 -1.08444 -1.127 -0.202 3.128
C 1.77549 0.44070 -1.74906 1.624 0.018 -2.255
H 0.94305 -1.52145 -2.15686 -0.070 0.584 1.095
H -0.99416 -1.09217 -0.49426 1.199 0.781 -0.154
H -0.97214 0.95239 0.87671 0.539 0.633 -0.055
H 2.30229 2.48271 -1.16196 -0.215 -0.223 -0.416
H 2.57476 0.47384 -2.63547 -1.822 -0.618 2.151
C -2.19227 -1.05822 1.70757 -1.152 -1.730 1.611
C -1.89625 -2.05362 2.57691 -1.447 0.936 -1.369
H -1.49520 -0.48197 1.16124 0.172 -0.336 0.308
H -3.24976 -0.83958 1.52438 0.335 0.111 0.124
H -0.89533 -2.40388 2.70554 0.478 -0.066 0.352
H -2.73403 -2.59999 3.05395 0.805 0.344 -0.207
```
Positions in Å, forces in eV/Å.


Please write out number 1 again, unchanged.
2 unconnected molecules or ions with the total composition CH4N2OS, computed with ωB97M-V/def2-TZVPD.

Computed properties:
Kohn-Sham gap, eV: 10.05
LUMO level, eV: 0.51
Energy relative to the best compared isomer or geometry (same formula, charge and spin), kcal per mole: 106.6

Structure (XYZ):
```
9
Properties=species:S:1:pos:R:3:forces:R:3
C 2.75670 -1.69575 -0.82472 1.069 0.149 0.623
N 1.79198 -1.82569 -1.44093 -0.446 -0.075 -0.271
N -1.69220 0.07800 0.55957 -1.809 0.646 -0.573
O -0.34746 0.41081 0.63988 0.746 0.148 -0.076
S 0.22988 1.88924 1.27788 -0.410 -0.133 -0.567
H 0.75903 2.39427 0.11424 -0.461 -0.340 0.512
H 0.93251 -1.94171 -1.90378 -0.631 -0.048 -0.316
H -2.32974 0.78332 0.10425 1.474 -0.446 0.409
H -2.10070 -0.09250 1.47361 0.469 0.101 0.258
```
Positions in Å, forces in eV/Å.


Question: Among the records above, which one has the lowest energy relative to the best compared isomer or geometry (same formula, charge and spin)?
Answer: C15H11AuFN3